(1)
The following is a DFT calculation (ωB97M-V/def2-TZVPD) of a 2-piece molecular cluster, C2H2ClF3 overall.

Output
* energy above the lowest of the compared OMol25 structures with the same formula, charge and spin: 2.974 eV
* HOMO-LUMO gap: 10.16 eV
* charge: 0
* LUMO energy: 0.0222 Ha

Last column: Löwdin charge in e.
Element x y z (Å)
C -1.116 -0.336 0.766  -0.023
C 0.202 -2.084 0.978  -0.850
F -0.791 0.258 -0.403  -0.025
F 1.267 -1.654 0.383  0.076
F 0.479 -2.411 2.210  0.062
Cl -0.672 -3.433 0.155  0.624
H -0.862 0.239 1.665  0.099
H -1.920 -0.983 0.680  0.037



(2)
The following is a DFT calculation (ωB97M-V/def2-TZVPD) of a 2-piece molecular cluster, C18H22NO overall.

Output
* energy above the lowest of the compared OMol25 structures with the same formula, charge and spin: 0.000 eV
* HOMO-LUMO gap: 7.82 eV
* charge: +1
* LUMO energy: -0.1374 Ha

Last column: Löwdin charge in e.
Element x y z (Å)
C -1.250 -1.781 1.416  -0.012
C -0.107 -1.131 0.734  -0.046
N 0.187 0.175 1.015  0.048
C 1.483 0.720 1.136  -0.136
C 2.699 0.053 1.182  0.001
C 3.844 0.812 1.483  -0.053
C 3.751 2.196 1.719  -0.054
C 2.514 2.853 1.688  0.010
C 1.373 2.103 1.406  -0.102
C -0.031 2.423 1.448  -0.099
C -0.754 1.221 1.227  -0.125
C -2.139 1.192 1.275  -0.003
C -2.813 2.399 1.536  -0.051
C -2.103 3.591 1.754  -0.053
C -0.703 3.611 1.724  0.010
H -1.010 -2.847 1.473  0.102
H -1.441 -1.412 2.432  0.117
H -2.169 -1.679 0.829  0.094
H 0.749 -1.741 0.467  0.136
H 2.741 -1.018 0.997  0.110
H 4.816 0.322 1.541  0.113
H 4.658 2.761 1.936  0.114
H 2.408 3.919 1.886  0.122
H -2.677 0.260 1.131  0.097
H -3.903 2.408 1.575  0.114
H -2.655 4.511 1.956  0.115
H -0.122 4.513 1.912  0.123
C -0.375 -3.400 -1.960  -0.024
C -0.519 -1.956 -2.372  -0.596
C 0.753 -1.438 -3.025  -0.021
C -1.733 -1.762 -3.279  -0.017
O -0.750 -1.184 -1.111  -0.058
H -1.331 -3.803 -1.601  0.099
H -0.076 -3.996 -2.834  0.107
H 0.393 -3.527 -1.189  0.089
H 0.611 -0.422 -3.411  0.095
H 1.588 -1.448 -2.311  0.093
H 1.028 -2.084 -3.872  0.105
H -1.849 -0.710 -3.564  0.094
H -1.621 -2.351 -4.200  0.107
H -2.646 -2.103 -2.770  0.097
H -0.820 -0.253 -1.375  0.135



(3)
The following is a DFT calculation (ωB97M-V/def2-TZVPD) of C39H90CuF3N4O15S4 as an isolated structure.

Output
* HOMO-LUMO gap (alpha / beta): 6.67 / 4.35 eV
* charge: +1
* multiplicity: 2
* LUMO energy (alpha / beta): -0.1566 / -0.2419 Ha

Last column: Löwdin spin population.
Element x y z (Å)
Cu 26.737 12.741 -28.422  0.059
C 24.228 14.399 -30.297  0.055
O 24.898 15.504 -29.776  0.037
O 25.144 13.386 -29.970  0.751
C 22.667 14.327 -29.691  0.011
F 22.140 13.134 -29.828  0.004
F 22.631 14.512 -28.400  0.002
F 21.765 15.087 -30.226  0.000
C 24.686 16.812 -30.267  0.005
C 25.442 17.780 -29.439  0.001
H 25.232 18.770 -29.846  0.001
H 25.100 17.685 -28.409  0.000
H 26.512 17.593 -29.524  0.000
H 23.631 16.987 -30.057  0.002
H 25.033 17.010 -31.281  0.000
H 24.016 14.519 -31.360  0.030
C 19.147 13.078 -33.358  0.000
C 19.501 12.862 -31.884  0.000
C 18.424 13.458 -31.013  0.000
O 19.611 11.469 -31.534  0.000
H 19.753 12.679 -34.171  0.000
H 19.236 14.104 -33.718  0.000
H 18.078 13.043 -33.569  0.000
H 20.465 13.358 -31.772  0.000
H 18.530 13.134 -29.978  0.000
H 17.426 13.369 -31.442  0.000
H 18.555 14.540 -30.983  0.000
H 18.808 11.060 -31.867  0.000
C 17.754 20.786 -29.480  0.000
C 19.228 20.764 -29.263  0.000
C 19.981 19.385 -29.609  0.000
O 19.353 18.270 -28.906  0.000
C 20.040 17.057 -28.834  0.000
N 19.713 21.855 -30.105  0.000
H 17.331 21.790 -29.535  0.000
H 17.155 20.383 -28.663  0.000
H 17.449 20.182 -30.334  0.000
H 19.569 21.069 -28.274  0.000
H 21.010 19.486 -29.266  0.000
H 20.031 19.235 -30.688  0.000
H 21.118 17.144 -28.699  0.000
H 19.910 16.377 -29.676  0.000
H 19.670 16.443 -28.012  0.000
H 19.169 21.788 -30.954  0.000
H 19.408 22.696 -29.636  0.000
C 25.016 15.327 -26.436  0.001
C 26.565 15.579 -26.680  0.003
C 27.356 14.990 -25.583  0.000
O 27.242 13.557 -25.488  -0.001
C 27.818 12.977 -24.299  0.000
N 26.897 15.017 -27.956  0.034
H 24.406 15.410 -27.335  0.000
H 24.630 15.963 -25.639  0.000
H 24.862 14.386 -25.908  0.000
H 26.794 16.642 -26.751  0.002
H 27.045 15.358 -24.606  0.000
H 28.366 15.316 -25.831  0.000
H 28.901 12.975 -24.176  0.000
H 27.625 11.908 -24.392  0.000
H 27.358 13.350 -23.385  0.000
H 26.382 15.609 -28.592  -0.001
H 27.846 15.267 -28.198  0.000
C 23.311 17.088 -34.019  0.000
C 23.258 15.995 -35.127  0.000
C 22.047 16.185 -36.062  0.000
O 21.677 15.043 -36.850  0.000
C 20.997 14.052 -36.075  0.000
N 24.494 16.095 -35.887  0.000
H 22.515 17.026 -33.276  0.000
H 23.267 18.071 -34.490  0.000
H 24.297 16.945 -33.578  0.000
H 23.268 14.992 -34.701  0.000
H 22.034 17.105 -36.646  0.000
H 21.258 16.383 -35.335  0.000
H 21.053 13.144 -36.676  0.000
H 19.963 14.310 -35.846  0.000
H 21.593 13.934 -35.169  0.000
H 25.290 16.086 -35.265  0.000
H 24.623 15.392 -36.600  0.000
C 19.737 15.234 -23.700  0.000
C 20.689 16.390 -23.578  0.000
C 20.946 16.894 -24.998  0.000
O 21.944 17.961 -25.105  0.000
C 22.170 18.520 -26.365  0.000
N 20.212 17.427 -22.658  0.000
H 18.724 15.539 -23.962  0.000
H 19.620 14.762 -22.725  0.000
H 20.071 14.538 -24.469  0.000
H 21.694 16.103 -23.268  0.000
H 20.073 17.257 -25.541  0.000
H 21.287 16.113 -25.678  0.000
H 22.531 19.507 -26.077  0.000
H 21.234 18.601 -26.917  0.000
H 22.943 17.947 -26.878  0.000
H 20.970 18.095 -22.632  0.000
H 19.583 17.962 -23.239  0.000
C 24.849 21.957 -30.666  0.000
C 25.530 21.599 -32.023  0.000
C 24.660 20.790 -32.946  0.000
S 22.930 20.893 -32.354  0.000
O 22.554 19.600 -31.725  0.000
O 22.020 21.435 -33.395  0.000
C 23.431 22.202 -31.048  0.000
H 25.345 22.803 -30.191  0.000
H 24.894 21.097 -29.998  0.000
H 26.438 21.056 -31.758  0.000
H 25.776 22.562 -32.470  0.000
H 24.810 19.711 -32.956  0.000
H 24.796 21.342 -33.877  0.000
H 22.602 22.176 -30.341  0.000
H 23.228 23.139 -31.566  0.000
C 30.049 18.403 -31.438  0.000
C 30.812 17.001 -31.484  0.000
C 30.298 16.160 -30.308  0.000
S 30.272 17.368 -28.929  0.000
O 31.590 17.752 -28.448  0.000
O 29.373 16.921 -27.891  0.000
C 29.596 18.729 -30.011  0.000
H 29.269 18.232 -32.180  0.000
H 30.774 19.102 -31.856  0.000
H 31.886 17.173 -31.409  0.000
H 30.670 16.462 -32.421  0.000
H 30.815 15.213 -30.154  0.000
H 29.269 15.851 -30.491  0.000
H 29.738 19.706 -29.549  0.000
H 28.516 18.858 -29.946  0.000
C 19.079 10.060 -27.996  0.000
C 19.139 9.280 -26.656  0.000
C 20.335 9.874 -25.804  0.000
S 20.708 11.597 -26.442  0.000
O 22.137 11.904 -26.136  0.000
O 19.530 12.365 -25.988  0.000
C 20.416 10.914 -28.164  0.000
H 18.263 10.779 -27.921  0.000
H 18.927 9.391 -28.843  0.000
H 19.176 8.235 -26.965  0.000
H 18.141 9.244 -26.219  0.000
H 21.218 9.308 -26.101  0.000
H 20.275 9.892 -24.716  0.000
H 21.142 10.190 -28.535  0.000
H 20.531 11.614 -28.992  0.000
C 23.983 11.834 -33.996  0.000
C 25.102 10.879 -33.786  0.000
C 24.579 9.508 -33.403  0.000
S 22.970 9.787 -32.473  0.000
O 23.057 9.535 -31.028  0.000
O 21.897 9.233 -33.324  0.000
C 23.053 11.596 -32.807  0.001
H 23.563 11.533 -34.956  0.000
H 24.261 12.846 -34.291  0.000
H 25.740 11.133 -32.940  0.000
H 25.768 10.750 -34.639  0.000
H 25.343 8.925 -32.887  0.000
H 24.306 8.938 -34.291  0.000
H 23.496 12.100 -31.948  0.001
H 21.979 11.777 -32.832  0.000



(4)
The following is a DFT calculation (ωB97M-V/def2-TZVPD) of a 5-piece molecular cluster, C12H27N3O8P2 overall.

Output
* energy above the lowest of the compared OMol25 structures with the same formula, charge and spin: 0.000 eV
* structure (SMILES): COP(=O)(OC)OC.COP(=O)(OC)OC.CC#N.CC#N.CC#N
* HOMO-LUMO gap: 11.17 eV
* charge: 0
* LUMO energy: 0.0201 Ha

Last column: Löwdin charge in e.
Element x y z (Å)
C 0.043 3.222 -5.946  -0.071
O 0.971 2.105 -5.844  -0.187
P 1.031 1.416 -4.459  0.315
O -0.197 0.979 -3.754  -0.230
O 2.057 0.268 -4.692  -0.202
C 3.248 0.494 -5.407  -0.094
O 1.848 2.519 -3.662  -0.224
C 2.093 2.412 -2.269  -0.089
H 0.187 4.083 -5.291  0.089
H -0.999 2.912 -5.712  0.088
H 0.081 3.639 -6.954  0.090
H 3.063 0.349 -6.465  0.091
H 3.928 -0.311 -5.079  0.098
H 3.704 1.427 -5.002  0.106
H 2.754 3.193 -1.932  0.085
H 2.457 1.393 -2.025  0.076
H 1.171 2.578 -1.678  0.091
C -1.420 -2.350 3.733  -0.040
O -0.527 -3.540 3.772  -0.191
P 0.662 -3.511 4.774  0.209
O 1.251 -4.820 4.934  -0.203
O 0.121 -2.821 6.055  -0.206
C -0.717 -3.516 6.988  -0.083
O 1.571 -2.357 4.346  -0.181
C 2.939 -2.612 3.966  -0.053
H -1.055 -1.600 4.430  0.079
H -2.431 -2.677 3.969  0.090
H -1.404 -1.950 2.729  0.071
H -0.160 -4.124 7.666  0.080
H -1.512 -4.136 6.597  0.089
H -1.259 -2.813 7.623  0.088
H 3.113 -3.654 3.788  0.077
H 3.575 -2.202 4.721  0.084
H 3.165 -2.079 3.055  0.081
C -0.002 -0.274 -0.441  -0.081
C 1.437 -0.400 -0.245  -0.298
N 2.553 -0.609 -0.155  0.129
H -0.336 -0.867 -1.296  0.084
H -0.344 0.764 -0.545  0.057
H -0.465 -0.736 0.463  0.077
C -3.470 1.069 -3.613  -0.053
C -3.286 0.977 -2.132  -0.222
N -3.106 0.908 -0.969  0.129
H -3.780 0.092 -3.978  0.082
H -2.504 1.294 -4.065  0.043
H -4.264 1.754 -3.814  0.067
C -2.954 2.055 2.534  -0.084
C -2.016 2.955 1.823  -0.278
N -1.213 3.581 1.246  0.111
H -3.448 1.406 1.808  0.054
H -3.729 2.620 3.081  0.080
H -2.426 1.491 3.325  0.079



(5)
The following is a DFT calculation (ωB97M-V/def2-TZVPD) of one molecule with the formula CH2IOP.

Output
* energy above the lowest of the compared OMol25 structures with the same formula, charge and spin: 0.808 eV
* structure (SMILES): O=CPI
* HOMO-LUMO gap: 8.57 eV
* charge: 0
* LUMO energy: -0.0249 Ha

Last column: Löwdin charge in e.
Element x y z (Å)
C -0.661 0.663 -0.361  -0.565
O -0.293 1.494 0.422  -0.136
P 0.219 -1.094 -0.347  0.419
I 2.201 -0.342 0.900  0.336
H -0.182 -1.737 0.800  -0.185
H -1.283 1.016 -1.414  0.131



| no. | electronic energy (Ha) |
| --- | --- |
| 1 | -837.103411 |
| 2 | -828.853056 |
| 3 | -6419.761593 |
| 4 | -1922.466210 |
| 5 | -753.543044 |